--- w ---
The following is a quantum chemistry calculation of one molecule with the formula C4H11NS, from the Open Molecules 2025 dataset.

Computed properties:
SMILES string ... C[C@H](N)CCS
Lowest unoccupied orbital energy ... 0.768 eV

The geometry in ORCA input format:
```
! RIJCOSX wB97M-V def2-TZVPD def2/J DEFGRID3
* xyz 0 1
C 0.292 1.916 -1.658
C 0.427 0.858 -0.570
N 1.864 0.711 -0.236
C -0.081 -0.499 -1.118
C -0.291 -1.511 0.106
S -1.063 -0.832 1.741
H 0.927 1.712 -2.624
H -0.670 2.253 -1.797
H 0.848 2.780 -1.250
H -0.300 1.173 0.200
H 1.751 0.114 0.641
H 2.320 1.624 0.049
H 0.758 -0.818 -1.724
H -0.969 -0.537 -1.734
H 0.701 -2.052 0.244
H -1.202 -2.237 -0.167
H -2.279 -0.261 1.409
*
```

--- x ---
The following is a quantum chemistry calculation of one molecule with the formula C4H11NS, from the Open Molecules 2025 dataset.

Computed properties:
SMILES string ... CNCCCS
Lowest unoccupied orbital energy ... 1.025 eV

The geometry in ORCA input format:
```
! RIJCOSX wB97M-V def2-TZVPD def2/J DEFGRID3
* xyz 0 1
C -0.344 -2.032 1.622
N -0.338 -0.625 1.211
C 0.155 -0.477 -0.166
C 0.759 0.906 -0.418
C -0.385 1.872 -0.908
S -1.025 1.609 -2.560
H -0.695 -2.029 2.658
H 0.665 -2.453 1.562
H -1.046 -2.680 1.098
H 0.230 -0.063 1.830
H -0.664 -0.574 -0.887
H 0.863 -1.279 -0.411
H 1.674 0.736 -0.992
H 1.125 1.464 0.457
H 0.093 2.847 -0.992
H -1.077 1.834 -0.073
H 0.010 0.945 -3.031
*
```

Energies relative to the minimum, hartree: w 0.0175; x 0.0000